ORCA calculation (wB97M-V/def2-TZVPD) on a 3-piece molecular cluster, C2H7N2S3 overall in a non-equilibrium geometry.

Atoms and positions in Å:
H  -0.44462  5.82608  0.45099
N  -1.15354  5.62773  1.15421
H  3.28878  -5.64452  1.28394
C  -2.33465  6.14229  0.78203
S  3.01378  -6.79468  0.46094
S  0.12814  -5.87640  -0.09088
H  -0.88396  5.40512  2.16371
S  -2.77951  6.43485  -0.84581
C  0.91877  -5.62248  -1.39841
H  -3.04169  6.29616  1.68859
N  3.05269  -6.22015  -1.01211
H  3.41889  -6.77201  -1.79032
H  -3.95102  6.55366  -0.48613
H  0.76793  -5.35565  -2.36075

Values from the calculation:
* ΔE to the lowest compared entry with this formula, charge and spin: 101.9 kcal/mol
* net charge: +1
* lowest unoccupied orbital energy: -5.64 eV
* frontier orbital gap: 0.123 hartree

ORCA calculation (wB97M-V/def2-TZVPD) on one molecule with the formula C2H7N3 in a non-equilibrium geometry.

Atoms and positions in Å:
H  -1.83192  -1.33163  -1.42244
N  -0.07426  0.42151  0.45428
H  1.18681  1.51063  1.72565
H  0.91874  -0.43364  -1.71039
H  2.00792  0.61035  0.47577
C  -0.40779  -0.59555  -0.40882
N  -1.79192  -0.67606  -0.64422
N  0.53824  -1.15804  -1.11074
H  -0.80445  1.11309  0.54872
H  1.27684  -0.22032  1.91447
C  1.17320  0.57295  1.17146
H  -2.19140  0.18670  -0.99374

Values from the calculation:
* ΔE to the lowest compared entry with this formula, charge and spin: 39.7 kcal/mol
* lowest unoccupied orbital energy: 0.68 eV
* SMILES string: [H]/N=C(/N)NC
* frontier orbital gap: 0.318 hartree

ORCA calculation (wB97M-V/def2-TZVPD) on a 2-piece molecular cluster, C2H7N3O overall in a non-equilibrium geometry.

Atoms and positions in Å:
H  2.45231  -0.20308  -1.15873
O  -1.66836  -1.08705  0.64042
H  0.36528  -1.41793  0.53781
H  -1.80243  1.62658  -0.81297
H  -3.10892  0.48135  0.53473
N  1.25522  -1.25098  0.07708
H  1.40888  1.17364  1.06427
N  -1.32710  0.86542  -0.35524
N  1.48430  1.15154  0.04363
H  -0.30346  0.78085  -0.22662
H  1.62150  -2.07109  -0.37619
C  1.75481  -0.06400  -0.31878
C  -2.13204  0.01475  0.35060

Values from the calculation:
* ΔE to the lowest compared entry with this formula, charge and spin: 35.7 kcal/mol
* lowest unoccupied orbital energy: 0.99 eV
* SMILES string: [H]/N=C\N.NC=O
* frontier orbital gap: 0.371 hartree

ORCA calculation (wB97M-V/def2-TZVPD) on one molecule with the formula C2H7N3O in a non-equilibrium geometry.

Atoms and positions in Å:
C  1.43584  0.64215  0.84790
H  1.59178  -0.21344  1.49278
C  -0.73055  -0.21844  0.03668
O  -1.26565  -0.05710  1.28694
H  0.68671  -0.36053  -2.04745
H  -1.07610  -1.13506  -1.73259
H  -1.86945  0.72197  1.29507
H  0.99898  1.44578  1.43778
H  2.40090  0.93308  0.42938
N  -1.57811  -0.77536  -0.92889
N  1.18868  0.16639  -1.32856
N  0.42871  0.30630  -0.24110
H  -2.21175  -1.45574  -0.54793

Values from the calculation:
* ΔE to the lowest compared entry with this formula, charge and spin: 87.7 kcal/mol
* lowest unoccupied orbital energy (alpha / beta): 0.48 / 0.48 eV
* frontier orbital gap (alpha / beta): 0.268 / 0.268 hartree

ORCA calculation (wB97M-V/def2-TZVPD) on C2H7N3O as an isolated structure in a non-equilibrium geometry.

Atoms and positions in Å:
H  -2.25537  1.96269  0.29628
C  0.07682  -0.30737  -0.00151
N  1.43828  -0.46616  0.02612
H  -0.32064  -2.32281  -0.23550
H  2.97051  0.52484  0.33072
H  -2.37005  0.46018  -0.50869
H  2.11631  -1.44549  0.57670
H  0.02680  1.68551  0.72294
H  -0.76743  -1.39226  -1.49489
N  -0.66339  -1.40362  -0.48814
C  -0.53084  0.89140  0.25345
O  2.06167  0.58494  0.73320
N  -1.78268  1.22816  -0.21067

Values from the calculation:
* ΔE to the lowest compared entry with this formula, charge and spin: 109.0 kcal/mol
* lowest unoccupied orbital energy: 0.75 eV
* frontier orbital gap: 0.272 hartree

ORCA calculation (wB97M-V/def2-TZVPD) on a 2-piece molecular cluster, C2H7N3O overall in a non-equilibrium geometry.

Atoms and positions in Å:
H  -1.13504  -0.06931  -1.12958
C  1.48113  1.50860  0.71953
H  -2.30068  -2.65054  -0.36115
C  -1.58426  -1.81385  -0.31330
H  -2.29284  -0.87671  -2.09434
H  1.00951  2.99766  -0.35562
O  -0.62737  -1.81193  0.43148
N  -1.76957  -0.85217  -1.24040
H  1.77429  -0.17558  1.86081
N  1.45178  0.18078  0.97392
H  1.01918  -0.49779  0.37263
N  0.84998  2.00202  -0.26817
H  2.12387  2.05882  1.40421

Values from the calculation:
* ΔE to the lowest compared entry with this formula, charge and spin: 17.9 kcal/mol
* lowest unoccupied orbital energy: 1.05 eV
* SMILES string: [H]/N=C/N.NC=O
* frontier orbital gap: 0.364 hartree

ORCA calculation (wB97M-V/def2-TZVPD) on C2H7N3O2 as an isolated structure in a non-equilibrium geometry.

Atoms and positions in Å:
C  0.53660  -0.61639  0.59019
N  -1.89739  0.31244  -1.29790
N  -0.33971  0.21057  1.36927
H  0.38987  -0.69550  -1.54159
H  3.60201  -0.76720  0.78909
H  -2.83411  0.90409  -1.38290
H  3.16563  -1.26006  1.27650
N  0.31069  -0.16894  -0.76248
C  -0.67812  0.86193  -0.74759
H  -0.06660  0.39262  2.29732
O  1.05721  -1.59278  0.92762
O  -0.76450  1.37626  0.62004
H  -2.18535  -0.62028  -0.81979
H  -0.29623  1.66323  -1.31778

Values from the calculation:
* ΔE to the lowest compared entry with this formula, charge and spin: 95.8 kcal/mol
* lowest unoccupied orbital energy: 0.84 eV
* frontier orbital gap: 0.380 hartree

ORCA calculation (wB97M-V/def2-TZVPD) on C2H7N3O2 as an isolated structure in a non-equilibrium geometry.

Atoms and positions in Å:
C  0.49150  0.78815  -0.82477
O  -2.19384  1.14032  0.15263
N  0.54843  0.60425  0.51361
H  -0.12404  1.60369  -1.17175
H  1.34631  0.55401  -1.45075
C  -1.38391  0.15762  0.57748
H  2.60543  -1.61235  0.97460
H  -2.21128  1.18447  -0.81515
H  -1.52928  -1.12225  -0.84078
N  2.23493  -0.88460  0.37670
O  -1.55610  -1.09969  0.12461
H  1.79135  -1.30804  -0.44241
H  -1.31923  0.15999  1.65744
N  1.29973  -0.16557  1.16853

Values from the calculation:
* ΔE to the lowest compared entry with this formula, charge and spin: 146.9 kcal/mol
* lowest unoccupied orbital energy (alpha / beta): 0.18 / 0.18 eV
* frontier orbital gap (alpha / beta): 0.271 / 0.271 hartree

ORCA calculation (wB97M-V/def2-TZVPD) on one molecule with the formula C2H7N3O2 in a non-equilibrium geometry.

Atoms and positions in Å:
H  -0.65123  1.40819  1.33826
N  1.24801  0.07047  0.32176
N  2.11301  -0.52082  -0.43212
H  1.83861  -0.84664  -1.35719
H  -0.52659  -1.49824  -1.14594
C  -0.70075  -0.97700  -0.19016
H  -2.25301  -0.68080  0.83373
H  -1.46350  1.74842  -0.20618
H  2.85828  -0.99389  0.06042
N  0.13867  0.45638  -0.40511
C  -0.49655  1.58819  0.26950
O  -2.06536  -0.76666  -0.11406
O  -0.14606  -1.47206  0.90454
H  0.10645  2.48445  0.12256

Values from the calculation:
* ΔE to the lowest compared entry with this formula, charge and spin: 129.2 kcal/mol
* lowest unoccupied orbital energy: -0.72 eV
* frontier orbital gap: 0.286 hartree

ORCA calculation (wB97M-V/def2-TZVPD) on a 2-piece molecular cluster, C2H7N3O2 overall in a non-equilibrium geometry.

Atoms and positions in Å:
N  2.23136  -0.50207  0.08073
H  -3.71638  -1.09966  -0.33279
H  5.11327  0.49890  0.84196
C  -2.64587  0.65366  0.00248
H  2.19502  -1.58391  0.11399
O  -1.67745  -0.03311  -0.09351
N  -3.91330  -0.17847  -0.06143
H  -4.43786  -0.19414  0.81556
O  1.10259  -0.07351  0.03423
H  5.07471  0.30681  -0.90066
N  4.61059  0.26237  -0.04831
H  -2.62727  1.68637  0.13494
H  -4.73604  0.32198  -0.62146
C  3.42664  -0.06524  0.03426

Values from the calculation:
* ΔE to the lowest compared entry with this formula, charge and spin: 41.2 kcal/mol
* net charge: +2
* lowest unoccupied orbital energy: -8.12 eV
* frontier orbital gap: 0.351 hartree

ORCA calculation (wB97M-V/def2-TZVPD) on one molecule with the formula C2H7N3OS in a non-equilibrium geometry.

Atoms and positions in Å:
H  0.59845  -1.59742  -2.23378
H  1.73361  -0.73111  0.43045
H  -1.07130  1.81377  0.59505
H  1.21070  0.10783  -1.89264
C  0.83545  -1.05071  -0.13596
H  0.78510  -2.19812  0.09594
O  -2.57999  0.27096  0.95530
H  1.76408  1.99338  1.53434
N  -1.63680  -0.67605  0.28734
S  1.25661  2.17074  0.31261
N  -0.16322  1.26783  0.50579
N  1.24161  -1.02812  -1.51643
H  -3.52937  -0.18075  0.83563
C  -0.44493  -0.16222  0.22636

Values from the calculation:
* ΔE to the lowest compared entry with this formula, charge and spin: 68.6 kcal/mol
* lowest unoccupied orbital energy: 0.65 eV
* SMILES string: NC/C(=N/O)NS
* frontier orbital gap: 0.349 hartree

ORCA calculation (wB97M-V/def2-TZVPD) on a 2-piece molecular cluster, C2H7N3OS overall in a non-equilibrium geometry.

Atoms and positions in Å:
N  -0.24147  -0.52659  -0.88071
S  1.28744  -1.74329  1.22216
C  -1.55699  -0.82079  -0.07689
N  0.95022  1.60026  -0.35302
H  -2.04310  -0.03772  0.46606
O  0.56895  1.88875  -1.66954
H  2.64257  -1.50010  0.89329
H  0.36395  3.32808  -1.24983
H  -2.35497  -1.20040  -0.75078
H  0.96121  0.43202  2.17187
N  0.62912  -0.15941  1.28125
H  -1.42601  -1.71059  0.62219
H  -0.38701  0.09181  -1.62750
C  0.60609  0.35797  -0.04854

Values from the calculation:
* ΔE to the lowest compared entry with this formula, charge and spin: 127.8 kcal/mol
* lowest unoccupied orbital energy: -0.76 eV
* frontier orbital gap: 0.297 hartree

ORCA calculation (wB97M-V/def2-TZVPD) on an isolated ion of composition C2H7N3P and charge +1 in a non-equilibrium geometry.

Atoms and positions in Å:
H  1.27605  -1.70299  -0.75493
H  -0.47677  -1.37171  -1.36679
C  -0.32027  -1.16777  0.64656
P  -0.91474  0.56213  0.61311
H  -0.65928  2.64000  1.36952
N  0.53226  0.38109  -0.79890
H  0.26682  -1.43562  1.59482
H  -1.82941  0.59282  -0.37678
N  1.59516  0.85121  -1.06132
C  0.36921  -1.10803  -0.74369
N  -0.19774  1.74447  1.25035
H  -1.20157  -1.86273  0.49214
H  1.56029  1.87713  -0.86409

Values from the calculation:
* ΔE to the lowest compared entry with this formula, charge and spin: 115.1 kcal/mol
* net charge: +1
* lowest unoccupied orbital energy (alpha / beta): -5.37 / -5.37 eV
* SMILES string: [H]/N=[N+]1/CC[P@H]1=N
* frontier orbital gap (alpha / beta): 0.345 / 0.345 hartree

ORCA calculation (wB97M-V/def2-TZVPD) on C2H7N3P as an isolated structure in a non-equilibrium geometry.

Atoms and positions in Å:
H  1.49521  -0.02995  -0.83566
H  -1.96178  1.17812  -1.84893
P  -0.53813  0.33888  2.03044
C  0.55546  -0.52058  -0.35830
H  0.56548  1.24628  2.38231
H  0.16940  -1.90349  1.18327
H  1.72004  -0.75311  1.45356
N  -0.84873  1.07543  0.60967
N  -0.89594  0.95193  -1.83087
C  0.61348  -0.86789  1.10060
H  0.24323  -1.35703  -1.03740
H  -0.61100  0.20162  -2.50879
N  -0.50671  0.43978  -0.33989

Values from the calculation:
* ΔE to the lowest compared entry with this formula, charge and spin: 117.4 kcal/mol
* net charge: +1
* lowest unoccupied orbital energy: -5.65 eV
* frontier orbital gap: 0.338 hartree

ORCA calculation (wB97M-V/def2-TZVPD) on C2H7N3P as an isolated structure in a non-equilibrium geometry.

Atoms and positions in Å:
N  -0.75756  0.85911  0.23726
N  -1.75946  -1.25721  0.18930
H  -1.55276  1.42820  0.56530
P  1.21765  -0.34706  -0.26736
H  -2.65149  -0.77819  0.26356
H  0.84005  2.19555  -0.53034
C  -0.71272  -0.43767  -0.00209
H  0.79912  1.49332  1.11774
H  3.04831  -1.43403  0.16373
H  -1.77982  -2.12162  -0.25516
H  1.16989  -0.63680  -1.59330
N  2.49567  -0.65129  0.52816
C  0.61632  1.34705  0.11463

Values from the calculation:
* multiplicity: 3
* ΔE to the lowest compared entry with this formula, charge and spin: 26.9 kcal/mol
* net charge: +1
* lowest unoccupied orbital energy (alpha / beta): -3.14 / -7.89 eV
* frontier orbital gap (alpha / beta): 0.271 / 0.245 hartree

ORCA calculation (wB97M-V/def2-TZVPD) on one molecule with the formula C2H7N3S in a non-equilibrium geometry.

Atoms and positions in Å:
N  -1.88421  -0.74836  0.20544
H  2.78790  -0.03805  1.08461
H  0.65979  -1.45273  -1.00734
H  1.55610  1.71816  -0.00367
H  -2.76784  -0.91704  -0.37715
S  2.67220  -0.21325  -0.18716
H  -1.78607  1.22948  -0.81632
H  1.01006  -1.20103  0.92857
H  -2.46458  -0.35198  0.96303
C  0.05271  0.58584  -0.17280
N  0.49202  1.83092  0.12681
N  -1.23356  0.29891  -0.55836
C  0.90548  -0.74089  -0.18566

Values from the calculation:
* ΔE to the lowest compared entry with this formula, charge and spin: 58.1 kcal/mol
* lowest unoccupied orbital energy: 0.74 eV
* SMILES string: [H]/N=C(\CS)NN
* frontier orbital gap: 0.360 hartree

ORCA calculation (wB97M-V/def2-TZVPD) on an isolated ion of composition C2H7N3S2 and charge +2 in a non-equilibrium geometry.

Atoms and positions in Å:
H  1.46280  1.03817  1.87875
S  2.29667  -0.67508  0.43804
S  0.85242  -2.03664  0.51833
H  -1.12726  1.97777  1.85485
H  -2.12953  0.78542  0.86311
N  1.07849  0.70434  1.07010
H  1.04643  -0.02298  -1.46270
H  -0.01668  -1.17205  -2.57788
N  -1.27240  1.25374  1.15326
H  -1.29621  -1.30406  -0.49177
H  -0.53201  0.31879  -1.82417
N  0.09511  -0.46563  -1.74043
C  -0.18022  0.69670  0.76963
C  -0.27763  -1.09849  -0.44914

Values from the calculation:
* ΔE to the lowest compared entry with this formula, charge and spin: 61.3 kcal/mol
* net charge: +2
* lowest unoccupied orbital energy: -9.48 eV
* frontier orbital gap: 0.335 hartree

ORCA calculation (wB97M-V/def2-TZVPD) on a 2-piece molecular cluster, C2H7N4 overall in a non-equilibrium geometry.

Atoms and positions in Å:
N  0.31211  3.52838  0.13529
N  -0.53279  1.34902  0.28209
H  1.06587  0.04451  -0.46816
C  -0.04325  -3.03731  0.26624
C  -0.21508  2.50571  0.45036
H  -0.54736  -0.40590  -0.37083
N  0.64753  -2.06162  -0.15338
H  -1.20492  -2.96652  0.35322
H  -1.09593  0.93132  1.04056
N  0.41361  -0.71577  -0.25109
H  0.44547  -4.01776  0.46586
H  0.69233  4.36244  0.45661
H  1.64109  -2.05685  -0.30610

Values from the calculation:
* ΔE to the lowest compared entry with this formula, charge and spin: 108.8 kcal/mol
* net charge: +1
* lowest unoccupied orbital energy: -4.50 eV
* frontier orbital gap: 0.323 hartree